i.
Density functional theory data (the ωB97M-V functional and the def2-TZVPD basis) for an isolated molecule of C2H4N2OS.

Last column: Mulliken charge in e.
Atoms and positions in Å:
C (-0.626, 1.252, -0.501)  -0.053
C (0.421, 1.491, 0.285)  -0.260
N (0.226, -0.896, -0.516)  0.186
N (-0.271, -1.908, 0.251)  -0.501
O (-0.853, -0.003, -0.917)  -0.249
S (1.445, 0.076, 0.246)  -0.277
H (-1.425, 2.049, -0.831)  0.309
H (0.883, 2.430, 0.651)  0.336
H (0.288, -2.725, 0.000)  0.264
H (-0.088, -1.766, 1.332)  0.246

<S²>	2.01
LUMO energy (spin up / spin down)	0.03498 / -0.05734	hartree
gap between HOMO and LUMO (spin up / spin down)	5.692 / 8.637	eV
2S+1	3
E_HOMO (spin up / spin down)	-4.7 / -10.2	eV

ii.
Density functional theory data (the ωB97M-V functional and the def2-TZVPD basis) for C2H4N2OS as an isolated structure.

Last column: Mulliken charge in e.
Atoms and positions in Å:
C (-0.305, -1.012, 0.557)  -0.108
C (-0.959, 0.149, -0.151)  -0.226
N (0.942, -1.164, 0.471)  -0.342
N (0.105, 0.487, -1.079)  -0.294
O (2.500, 1.157, 0.940)  -0.363
S (1.584, -0.110, -0.588)  0.231
H (-0.933, -1.698, 1.292)  0.283
H (-1.845, -0.164, -0.583)  0.315
H (-0.998, 1.007, 0.662)  0.247
H (-0.093, 1.348, -1.519)  0.257

<S²>	2.02
LUMO energy (spin up / spin down)	0.02336 / -0.01334	hartree
gap between HOMO and LUMO (spin up / spin down)	7.930 / 8.434	eV
2S+1	3
E_HOMO (spin up / spin down)	-7.3 / -8.8	eV

Least stable structure: i

i.
Density functional theory data (the ωB97M-V functional and the def2-TZVPD basis) for an isolated molecule of C2HClO2S.

Last column: Mulliken charge in e.
Atoms and positions in Å:
C (-0.108, 0.247, -0.044)  0.056
C (-0.998, 1.067, 0.074)  -0.474
S (-2.169, 2.972, -0.226)  0.909
O (-3.157, 2.985, 0.767)  -0.386
O (-2.566, 3.128, -1.570)  -0.389
Cl (-0.690, 4.445, 0.098)  -0.086
H (0.330, -0.675, -0.264)  0.370

LUMO energy	-0.08953	hartree
gap between HOMO and LUMO	8.865	eV
2S+1	1
E_HOMO	-11.3	eV

ii.
Density functional theory data (the ωB97M-V functional and the def2-TZVPD basis) for a 2-piece molecular cluster, C2HClO2S overall.

Last column: Mulliken charge in e.
Atoms and positions in Å:
C (0.039, 0.173, 0.223)  -0.341
C (0.421, -0.052, -1.125)  0.710
O (-0.420, -0.475, -1.883)  -0.460
O (-1.611, -0.508, 2.092)  -0.463
S (-1.254, -0.685, 0.700)  0.441
Cl (2.110, 0.423, -1.383)  -0.159
H (0.715, 1.124, 1.376)  0.273

LUMO energy	-0.05901	hartree
gap between HOMO and LUMO	8.881	eV
2S+1	1
E_HOMO	-10.5	eV

Least stable structure: i

i.
Density functional theory data (the ωB97M-V functional and the def2-TZVPD basis) for a 13-piece molecular cluster, C32H98N8O13 overall.

Last column: Mulliken charge in e.
Atoms and positions in Å:
C (0.611, 2.649, -4.868)  -0.645
C (0.233, 3.291, -6.214)  0.603
C (-0.662, 4.508, -6.143)  -0.847
O (-1.791, 4.209, -5.358)  -0.496
C (-2.808, 5.160, -5.475)  -0.938
N (1.484, 3.580, -6.947)  -0.740
H (1.173, 3.370, -4.278)  -0.045
H (1.161, 1.719, -4.984)  0.203
H (-0.330, 2.399, -4.375)  0.082
H (-0.291, 2.556, -6.837)  0.215
H (-0.922, 4.827, -7.158)  0.425
H (-0.087, 5.334, -5.696)  0.367
H (-2.438, 6.193, -5.407)  0.379
H (-3.575, 5.161, -4.696)  0.335
H (-3.375, 5.012, -6.403)  0.301
H (1.846, 2.709, -7.308)  0.256
H (1.375, 4.216, -7.727)  0.221
C (-1.667, -5.907, 3.872)  -1.183
C (-0.716, -6.054, 2.681)  1.196
C (0.570, -5.209, 2.712)  -0.969
O (0.390, -3.827, 2.545)  -0.379
C (0.310, -3.462, 1.191)  -0.197
N (-0.390, -7.489, 2.401)  -0.776
H (-1.993, -4.865, 3.855)  0.030
H (-1.263, -6.057, 4.880)  0.363
H (-2.507, -6.600, 3.820)  0.402
H (-1.314, -5.697, 1.834)  -0.274
H (1.387, -5.646, 2.134)  0.371
H (0.892, -5.313, 3.759)  0.459
H (0.197, -2.384, 1.064)  0.074
H (-0.623, -3.809, 0.729)  -0.124
H (1.145, -3.742, 0.541)  0.352
H (0.214, -7.775, 3.173)  0.289
H (-1.258, -7.972, 2.617)  0.310
C (4.739, 5.490, 4.758)  -1.471
C (4.152, 4.159, 5.263)  0.887
C (4.650, 3.034, 4.359)  -1.016
O (3.939, 3.177, 3.129)  -0.119
C (4.157, 2.117, 2.211)  -0.857
N (4.692, 3.984, 6.628)  -0.777
H (4.221, 5.787, 3.845)  0.248
H (5.817, 5.480, 4.583)  0.377
H (4.654, 6.280, 5.509)  0.446
H (3.060, 4.186, 5.259)  0.248
H (4.422, 2.024, 4.721)  0.348
H (5.734, 3.052, 4.214)  0.345
H (5.074, 2.413, 1.686)  0.350
H (3.376, 2.196, 1.452)  -0.005
H (4.230, 1.092, 2.574)  0.531
H (4.092, 3.273, 7.046)  0.289
H (4.549, 4.815, 7.187)  0.271
C (0.857, 0.712, -0.003)  -0.846
C (-0.334, 0.978, -0.915)  1.845
C (-1.497, 0.013, -0.597)  -1.506
O (-1.190, -1.355, -0.611)  0.686
C (-0.706, -1.972, -1.791)  -0.375
N (-0.815, 2.357, -0.538)  -0.436
H (1.465, -0.126, -0.347)  -0.432
H (0.395, 0.430, 0.944)  0.202
H (1.481, 1.604, 0.024)  0.319
H (-0.214, 0.937, -1.999)  -0.294
H (-2.197, 0.164, -1.437)  0.419
H (-2.096, 0.297, 0.267)  -0.198
H (-0.438, -3.002, -1.552)  0.007
H (0.235, -1.513, -2.106)  -0.124
H (-1.468, -2.003, -2.572)  0.362
H (-0.077, 3.056, -0.529)  -0.011
H (-1.271, 2.524, -1.440)  0.317
C (-3.690, -5.611, -3.789)  -1.352
C (-2.430, -6.281, -3.159)  0.356
C (-1.145, -5.858, -3.831)  -0.363
O (-1.129, -6.106, -5.223)  -0.431
C (-1.247, -7.482, -5.545)  -0.673
N (-2.462, -6.186, -1.707)  -0.425
H (-3.527, -5.554, -4.869)  0.377
H (-3.802, -4.571, -3.468)  0.311
H (-4.564, -6.192, -3.506)  0.362
H (-2.650, -7.320, -3.435)  0.326
H (-0.295, -6.333, -3.330)  0.319
H (-1.001, -4.784, -3.683)  -0.016
H (-0.657, -8.104, -4.870)  0.317
H (-0.972, -7.615, -6.590)  0.275
H (-2.307, -7.755, -5.493)  0.238
H (-2.723, -5.235, -1.437)  0.207
H (-3.169, -6.791, -1.314)  0.304
C (-3.048, -2.227, 3.287)  -0.486
C (-4.484, -2.199, 2.765)  0.264
C (-5.332, -1.223, 3.578)  -0.746
O (-5.443, -1.359, 4.980)  -0.349
C (-6.339, -2.350, 5.392)  -0.775
N (-4.342, -1.780, 1.353)  -0.497
H (-2.569, -1.261, 3.109)  0.082
H (-2.379, -2.955, 2.830)  -0.342
H (-3.062, -2.424, 4.363)  0.443
H (-4.933, -3.190, 2.676)  0.329
H (-6.321, -1.210, 3.098)  0.432
H (-4.930, -0.210, 3.489)  0.254
H (-6.562, -2.201, 6.456)  0.305
H (-6.016, -3.393, 5.375)  0.270
H (-7.348, -2.254, 4.976)  0.328
H (-5.158, -1.964, 0.776)  0.346
H (-4.142, -0.784, 1.318)  0.101
C (1.585, 5.200, 1.737)  -1.548
C (0.944, 5.259, 3.132)  1.197
C (-0.221, 6.236, 3.229)  -1.130
O (0.166, 7.511, 2.781)  -0.309
C (-0.860, 8.469, 2.912)  -0.764
N (0.701, 3.899, 3.590)  -0.742
H (2.216, 4.361, 1.458)  0.256
H (2.125, 6.115, 1.461)  0.560
H (0.767, 5.278, 1.001)  0.319
H (1.803, 5.665, 3.682)  -0.148
H (-0.518, 6.231, 4.285)  0.434
H (-1.085, 5.908, 2.638)  0.398
H (-1.071, 8.535, 3.987)  0.318
H (-1.752, 8.279, 2.309)  0.284
H (-0.442, 9.432, 2.619)  0.253
H (1.590, 3.410, 3.525)  0.379
H (0.173, 3.497, 2.811)  0.225
C (4.441, -0.904, 0.442)  -0.876
C (4.681, -1.755, -0.810)  0.544
C (4.294, -0.997, -2.103)  -0.876
O (2.902, -0.878, -2.207)  0.181
C (2.412, -0.098, -3.258)  -1.095
N (6.103, -2.033, -0.849)  -0.720
H (3.401, -0.572, 0.340)  0.074
H (5.026, 0.005, 0.556)  0.373
H (4.433, -1.557, 1.314)  0.330
H (3.983, -2.592, -0.781)  0.154
H (4.763, -1.522, -2.950)  0.245
H (4.814, -0.029, -2.208)  0.480
H (1.350, 0.148, -3.247)  -0.024
H (2.472, -0.593, -4.241)  0.441
H (3.007, 0.818, -3.350)  0.620
H (6.405, -2.459, -1.726)  0.307
H (6.645, -1.174, -0.877)  0.280
O (-3.108, -3.613, -0.504)  -0.591
H (-2.282, -3.153, -0.316)  0.297
H (-3.761, -3.189, 0.088)  0.130
O (-2.326, 3.503, -2.771)  -0.673
H (-2.072, 3.781, -3.679)  0.552
H (-2.580, 4.311, -2.312)  0.259
O (-1.933, 2.673, 2.065)  -0.653
H (-1.927, 2.629, 1.083)  0.398
H (-1.554, 1.835, 2.349)  0.229
O (2.822, -3.488, -3.387)  -0.631
H (2.296, -2.855, -2.879)  0.214
H (2.538, -4.355, -3.077)  0.288
O (1.358, 4.634, -1.632)  -0.515
H (1.216, 5.556, -1.387)  0.280
H (1.568, 4.660, -2.572)  0.252

LUMO energy	0.00745	hartree
gap between HOMO and LUMO	8.724	eV
2S+1	1
E_HOMO	-8.5	eV

ii.
Density functional theory data (the ωB97M-V functional and the def2-TZVPD basis) for a 13-piece molecular cluster, C32H98N8O13 overall.

Last column: Mulliken charge in e.
Atoms and positions in Å:
C (-1.756, -27.093, 9.333)  -1.021
C (-2.793, -26.013, 9.670)  0.373
C (-3.516, -26.358, 10.998)  -0.381
O (-4.723, -27.033, 10.701)  -0.348
C (-5.390, -27.410, 11.880)  -0.758
N (-2.104, -24.705, 9.750)  -0.686
H (-2.305, -28.011, 9.114)  0.464
H (-1.068, -27.269, 10.161)  -0.081
H (-1.209, -26.783, 8.442)  0.295
H (-3.500, -26.012, 8.840)  0.363
H (-3.707, -25.425, 11.538)  0.350
H (-2.829, -26.995, 11.569)  0.213
H (-4.985, -28.318, 12.346)  0.283
H (-6.415, -27.689, 11.626)  0.262
H (-5.426, -26.630, 12.646)  0.317
H (-1.419, -24.768, 10.507)  0.133
H (-2.817, -24.073, 10.110)  0.306
C (8.421, -28.988, 11.635)  -1.628
C (7.888, -28.420, 10.323)  1.079
C (8.955, -28.452, 9.230)  -0.542
O (10.105, -27.740, 9.595)  -0.430
C (10.017, -26.344, 9.706)  -0.432
N (6.652, -29.056, 9.861)  -0.359
H (8.848, -29.981, 11.443)  0.409
H (7.661, -29.045, 12.407)  0.301
H (9.315, -28.437, 11.930)  0.332
H (7.680, -27.365, 10.573)  -0.077
H (8.565, -28.086, 8.269)  0.123
H (9.206, -29.494, 9.017)  0.433
H (9.405, -25.891, 8.917)  0.011
H (11.016, -25.915, 9.655)  0.289
H (9.557, -26.089, 10.668)  0.306
H (6.417, -28.547, 9.005)  -0.045
H (5.923, -28.720, 10.489)  0.269
C (10.270, -17.213, 12.717)  -1.448
C (9.529, -18.424, 12.172)  0.527
C (8.024, -18.447, 12.425)  -0.883
O (7.534, -19.749, 12.159)  -0.291
C (6.142, -19.792, 11.929)  -0.536
N (9.847, -18.688, 10.748)  -0.747
H (9.787, -16.277, 12.419)  0.294
H (11.290, -17.200, 12.343)  0.385
H (10.277, -17.245, 13.808)  0.353
H (9.948, -19.276, 12.726)  0.248
H (7.587, -17.777, 11.671)  0.413
H (7.761, -18.160, 13.446)  0.381
H (5.506, -19.357, 12.706)  0.361
H (5.869, -20.842, 11.829)  0.030
H (5.885, -19.262, 11.004)  0.315
H (10.195, -19.643, 10.723)  0.261
H (8.990, -18.820, 10.210)  0.301
C (9.913, -25.144, 6.050)  -1.295
C (10.637, -23.819, 6.151)  0.807
C (11.628, -23.606, 5.001)  -0.960
O (12.297, -22.383, 5.240)  -0.315
C (13.359, -22.178, 4.328)  -0.755
N (9.661, -22.720, 6.188)  -0.614
H (8.918, -25.153, 6.500)  -0.024
H (10.515, -25.948, 6.470)  0.390
H (9.657, -25.309, 4.996)  0.575
H (11.252, -23.719, 7.049)  0.155
H (11.137, -23.562, 4.017)  0.341
H (12.337, -24.439, 4.890)  0.460
H (14.115, -22.959, 4.425)  0.305
H (13.760, -21.201, 4.594)  0.251
H (13.012, -22.110, 3.291)  0.304
H (10.022, -21.897, 5.721)  0.224
H (8.781, -22.985, 5.769)  0.203
C (3.762, -30.218, 8.534)  -1.406
C (4.044, -29.751, 7.104)  0.429
C (2.771, -29.567, 6.276)  -0.346
O (2.093, -30.783, 6.119)  -0.369
C (0.946, -30.674, 5.318)  -0.671
N (4.777, -28.491, 7.225)  0.066
H (3.332, -29.535, 9.269)  -0.173
H (4.757, -30.482, 8.911)  0.425
H (3.208, -31.155, 8.640)  0.501
H (4.629, -30.564, 6.676)  0.298
H (3.078, -29.160, 5.299)  0.263
H (2.167, -28.754, 6.700)  0.322
H (0.603, -31.690, 5.124)  0.269
H (1.155, -30.212, 4.343)  0.255
H (0.160, -30.077, 5.793)  0.263
H (4.958, -28.024, 6.334)  0.123
H (4.211, -27.800, 7.715)  -0.262
C (1.019, -28.520, 12.054)  -1.075
C (2.004, -29.418, 12.826)  0.210
C (1.502, -30.866, 12.864)  -0.978
O (1.338, -31.334, 11.551)  -0.190
C (1.374, -32.758, 11.438)  -0.910
N (3.356, -29.286, 12.281)  -0.315
H (0.059, -28.552, 12.569)  0.457
H (0.834, -28.939, 11.063)  0.308
H (1.485, -27.540, 11.954)  0.033
H (1.997, -29.072, 13.861)  0.355
H (0.524, -30.868, 13.370)  0.396
H (2.159, -31.534, 13.436)  0.489
H (0.702, -33.194, 12.179)  0.373
H (2.410, -33.054, 11.630)  0.345
H (1.093, -33.011, 10.422)  0.210
H (3.461, -29.687, 11.348)  -0.117
H (3.929, -29.952, 12.804)  0.307
C (7.376, -27.599, 4.659)  -1.361
C (6.176, -27.655, 3.703)  0.368
C (5.812, -29.083, 3.298)  -0.558
O (4.619, -29.161, 2.542)  -0.265
C (4.813, -28.828, 1.188)  -0.726
N (5.046, -27.030, 4.391)  -0.588
H (7.432, -26.582, 5.055)  0.161
H (8.281, -27.729, 4.062)  0.531
H (7.303, -28.250, 5.527)  0.248
H (6.372, -27.106, 2.773)  0.423
H (5.602, -29.586, 4.248)  0.033
H (6.621, -29.612, 2.788)  0.448
H (5.411, -29.581, 0.660)  0.295
H (5.358, -27.879, 1.099)  0.287
H (3.865, -28.683, 0.674)  0.275
H (4.140, -27.238, 3.979)  0.204
H (5.094, -26.019, 4.397)  0.216
C (5.690, -24.559, 8.699)  -1.227
C (4.819, -23.620, 9.536)  0.552
C (3.308, -23.888, 9.507)  -1.235
O (2.952, -25.249, 9.737)  -0.116
C (1.604, -25.520, 9.417)  -0.920
N (5.308, -23.541, 10.915)  -0.393
H (5.584, -25.597, 9.003)  -0.002
H (6.736, -24.280, 8.846)  0.370
H (5.528, -24.438, 7.623)  0.420
H (4.799, -22.638, 9.050)  0.238
H (2.965, -23.642, 8.492)  0.491
H (2.783, -23.223, 10.200)  0.448
H (1.409, -26.549, 9.712)  0.076
H (1.375, -25.454, 8.346)  0.315
H (0.933, -24.793, 9.880)  0.409
H (5.004, -24.360, 11.430)  0.365
H (6.321, -23.525, 10.918)  0.070
O (-0.156, -24.731, 12.226)  -0.579
H (0.096, -25.371, 12.901)  0.253
H (0.411, -23.966, 12.390)  0.287
O (4.456, -26.543, 11.636)  -0.331
H (3.969, -27.324, 11.963)  0.266
H (3.862, -26.133, 10.960)  0.282
O (8.051, -22.316, 10.621)  -0.587
H (7.739, -21.831, 11.398)  0.293
H (9.011, -22.300, 10.693)  0.263
O (3.449, -22.401, 12.902)  -0.727
H (4.068, -22.816, 12.260)  0.363
H (3.674, -22.796, 13.751)  0.307
O (6.769, -26.582, 13.221)  -0.604
H (6.074, -26.699, 12.545)  0.339
H (6.652, -27.313, 13.835)  0.302

LUMO energy	0.01432	hartree
gap between HOMO and LUMO	9.188	eV
2S+1	1
E_HOMO	-8.8	eV

Least stable structure: i